Entry 1:
C7H6F3N3O | ωB97M-V/def2-TZVPD

Geometry as XYZ:
```
20
Properties=species:S:1:pos:R:3:forces:R:3:mulliken_charge:R:1
C 0.176 1.950 0.355 1.4 3.0 -1.1 -0.255
C -1.410 -0.473 0.765 0.1 1.5 -0.5 0.560
C -1.409 0.779 1.319 -0.4 -2.1 0.2 0.117
C -3.790 -1.261 0.363 0.1 -1.2 0.1 0.363
C 0.670 0.702 -0.341 1.1 0.7 1.2 -0.382
C 0.137 -0.507 0.383 -0.8 -3.3 -0.6 -0.591
C -5.142 0.488 -0.350 -1.9 0.7 -0.8 0.774
N -0.847 1.886 1.087 -1.2 -0.5 0.1 -0.253
N -2.241 -1.456 0.542 0.0 -1.2 0.1 -0.188
N -3.942 -0.119 -0.217 0.6 0.6 0.7 -0.537
O -4.460 -2.216 0.689 0.4 0.4 0.1 -0.624
F -4.969 1.621 -1.028 0.5 1.4 -0.3 -0.287
F -6.084 -0.136 -1.163 0.4 -0.5 1.3 -0.291
F -5.801 0.898 0.811 0.6 -1.1 -0.8 -0.291
H 0.478 3.007 0.054 0.0 -1.7 0.3 0.336
H 0.131 0.883 -1.299 1.1 -0.6 -0.2 0.305
H 1.841 0.631 -0.287 -2.3 0.3 -0.9 0.299
H 0.645 -0.737 1.340 0.3 0.0 -0.9 0.344
H 0.137 -1.429 -0.360 0.4 1.7 1.7 0.318
H -1.914 -2.454 0.434 -0.4 1.8 0.2 0.283
```
Forces are in eV/Å.

Properties
Lowest unoccupied orbital energy (alpha / beta), eV: -1.91 / -1.91
Total charge: 0
HOMO level (alpha / beta), eV: -9.351 / -9.351
Molar mass, g mol⁻¹: 205.14
ΔE to the lowest compared entry with this formula, charge and spin, eV: 2.3640
Electronic energy, eV: -22021.8623



Entry 2:
C7H6FO2PS | ωB97M-V/def2-TZVPD

Geometry as XYZ:
```
18
Properties=species:S:1:pos:R:3:forces:R:3:mulliken_charge:R:1
C -1.322 0.254 -1.336 2.1 -0.3 0.1 -0.487
C -1.634 -0.024 -0.004 1.7 -0.2 1.3 -0.461
C 0.018 0.396 -1.784 1.4 0.1 1.7 -0.522
C -0.597 -0.083 0.949 0.1 0.4 -1.4 -0.488
C 1.060 0.224 -0.810 -4.4 0.3 -0.9 -0.549
C 0.703 0.027 0.482 0.3 -0.6 1.6 0.545
C 2.296 -3.397 2.178 3.2 0.3 -5.3 -0.184
O 2.809 0.950 1.901 -0.6 -1.9 -1.0 -0.597
O 1.417 -0.889 2.832 0.2 0.4 -0.6 -0.669
F 2.820 -4.623 2.238 -0.5 1.2 0.1 -0.156
P 3.304 -1.808 0.740 -1.4 -2.6 2.1 0.112
S 2.054 -0.297 1.654 -0.6 1.8 1.9 0.987
H -2.032 0.265 -2.096 -1.5 0.2 -0.9 0.420
H -2.555 -0.314 0.466 -0.9 0.4 -0.8 0.366
H 0.385 0.673 -2.792 -1.0 -0.4 0.5 0.347
H -0.731 -0.195 2.003 -0.4 -0.3 0.4 0.475
H 2.058 0.177 -0.924 3.3 0.3 -1.6 0.494
H 2.040 -2.896 3.019 -1.0 1.1 3.0 0.368
```
Forces are in eV/Å.

Properties
Lowest unoccupied orbital energy (alpha / beta), eV: -0.91 / -2.22
Total charge: 0
HOMO level (alpha / beta), eV: -9.525 / -9.159
Molar mass, g mol⁻¹: 204.16
ΔE to the lowest compared entry with this formula, charge and spin, eV: 3.0751
Electronic energy, eV: -34286.5546



Entry 3:
C7H6GaNO7 | ωB97M-V/def2-TZVPD

Geometry as XYZ:
```
22
Properties=species:S:1:pos:R:3:forces:R:3:mulliken_charge:R:1
O -3.256 -4.097 0.024 2.7 0.3 -0.4 -0.145
C -2.129 -3.958 -0.124 -2.7 -0.2 0.4 0.146
Ga -0.042 0.612 0.047 -1.4 1.9 0.2 0.610
O 1.885 -1.107 1.498 -1.9 1.0 -1.5 -0.300
C 0.870 -0.941 0.874 1.2 -3.5 0.5 0.579
C 1.620 1.957 -0.145 3.9 4.4 0.2 0.487
O 2.403 2.800 -0.119 -3.2 -3.5 -0.2 -0.112
C -1.365 2.903 -1.374 -1.5 2.0 -1.1 0.114
O -1.991 3.723 -1.860 1.6 -2.2 1.3 -0.080
C 0.767 -0.652 -2.129 1.3 -2.1 -2.8 0.153
O 1.143 -1.303 -2.990 -1.2 2.0 2.6 -0.090
H 0.246 -1.571 0.180 1.4 -1.1 0.9 0.098
N -0.256 1.297 4.595 0.2 0.2 0.4 -0.296
C -1.092 0.149 4.126 -0.2 -0.2 0.4 -0.619
C -0.701 -0.038 2.691 0.3 -0.8 -1.3 0.920
O -0.636 -1.181 2.156 -0.2 2.1 0.8 -0.580
O -0.373 1.071 2.114 -0.3 -0.5 -0.5 -0.651
H 0.727 1.006 4.668 -0.2 0.1 0.0 0.362
H -0.530 1.643 5.517 -0.1 0.1 0.0 0.350
H -0.302 2.052 3.888 0.0 -0.2 0.3 0.344
H -0.888 -0.734 4.731 0.0 0.1 -0.1 0.375
H -2.150 0.417 4.199 0.1 0.0 0.0 0.336
```
Forces are in eV/Å.

Properties
Lowest unoccupied orbital energy (alpha / beta), eV: -9.71 / -9.70
Total charge: +2
HOMO level (alpha / beta), eV: -17.411 / -16.653
Molar mass, g mol⁻¹: 285.85
ΔE to the lowest compared entry with this formula, charge and spin, eV: 0.0000
Electronic energy, eV: -75533.7203



Entry 4:
C7H6INO | ωB97M-V/def2-TZVPD

Geometry as XYZ:
```
16
Properties=species:S:1:pos:R:3:forces:R:3:mulliken_charge:R:1
C -0.846 0.422 -0.481 -1.6 -0.7 0.2 -0.198
C -1.543 -0.846 -0.645 -1.3 1.6 0.2 -0.513
C 1.651 0.780 -0.952 -1.2 -1.1 0.7 -0.592
C 0.464 0.882 -0.237 0.2 0.8 -0.8 0.848
C 1.018 -2.159 0.291 1.7 -0.5 0.5 0.574
C -1.269 -2.139 -0.355 2.3 1.0 0.6 -0.251
C 0.335 2.152 0.669 0.8 -0.8 -0.7 -1.103
N -0.065 -2.636 0.197 -3.5 0.1 -1.1 -0.369
O 2.144 -2.013 0.468 1.4 0.7 0.1 -0.361
I 3.434 0.822 0.014 0.6 0.4 0.0 0.153
H -1.633 1.201 -0.267 1.0 -0.7 -0.2 0.178
H -2.656 -0.608 -0.745 1.6 -0.8 -0.4 0.183
H -1.974 -2.891 -0.419 -1.5 -1.1 -0.2 0.480
H -0.319 1.857 1.514 0.3 0.7 -0.5 0.312
H -0.127 2.871 -0.101 0.9 -0.3 1.9 0.282
H 1.388 2.304 1.049 -1.5 0.8 -0.4 0.377
```
Forces are in eV/Å.

Properties
Lowest unoccupied orbital energy (alpha / beta), eV: -1.07 / -1.40
Total charge: 0
HOMO level (alpha / beta), eV: -7.687 / -8.193
Molar mass, g mol⁻¹: 247.03
ΔE to the lowest compared entry with this formula, charge and spin, eV: 3.5145
Electronic energy, eV: -18988.6437



Entry 5:
C7H6N2O | ωB97M-V/def2-TZVPD

Geometry as XYZ:
```
16
Properties=species:S:1:pos:R:3:forces:R:3:mulliken_charge:R:1
C 2.282 -0.480 3.250 -2.7 1.5 -4.3 -0.305
C 1.688 -0.133 2.226 4.1 -0.9 3.8 -0.234
C 1.448 0.340 0.967 -5.5 -0.2 -3.0 0.693
O 2.032 0.844 0.064 0.7 0.0 0.5 -0.448
C -0.367 -0.084 0.765 2.5 1.3 0.9 -0.946
N -0.841 0.098 -0.566 0.8 -2.1 0.8 0.119
C -0.671 -0.846 -1.584 -0.1 0.5 0.4 -0.315
C -1.058 -0.200 -2.693 -0.6 -0.7 -3.1 -0.235
N -1.456 1.048 -2.405 -1.0 2.6 -0.2 -0.685
C -1.335 1.233 -1.113 1.2 -2.0 -0.4 0.045
H 2.358 -0.756 4.213 0.7 -1.0 2.8 0.457
H -0.896 0.505 1.557 0.3 -0.4 -0.9 0.425
H -0.322 -1.119 1.060 -0.4 -0.4 -0.1 0.422
H -0.375 -1.870 -1.565 0.3 -0.3 0.9 0.367
H -1.126 -0.588 -3.793 0.2 0.7 2.4 0.304
H -1.360 2.008 -0.384 -0.7 1.3 -0.5 0.335
```
Forces are in eV/Å.

Properties
Lowest unoccupied orbital energy, eV: -0.58
Total charge: 0
HOMO level, eV: -8.861
Structure (SMILES): C#CC(=O)Cn1ccnc1
Molar mass, g mol⁻¹: 134.14
ΔE to the lowest compared entry with this formula, charge and spin, eV: 3.9277
Electronic energy, eV: -12379.4277



Entry 6:
C7H6N2O3 | ωB97M-V/def2-TZVPD

Geometry as XYZ:
```
18
Properties=species:S:1:pos:R:3:forces:R:3:mulliken_charge:R:1
C 1.054 1.003 1.547 -1.4 -2.2 -1.2 -1.126
C 0.306 1.196 0.188 0.7 1.4 2.0 0.858
N 0.893 0.762 -0.830 1.5 -0.2 1.0 0.247
N 0.788 0.566 -2.089 -0.7 0.9 -0.2 -0.988
C 0.018 -0.359 -2.531 1.0 0.2 -2.2 -0.295
C -0.736 -1.070 -1.503 -0.5 0.4 2.3 -0.273
C -1.573 -0.282 -0.778 0.2 -0.1 -3.2 -0.671
C -2.030 0.965 -1.502 -0.5 0.9 -0.7 0.789
O -2.654 1.042 -2.523 0.6 -0.4 1.1 -0.501
O -1.649 2.179 -0.888 -0.7 -1.0 -1.1 -0.302
C -0.968 2.079 0.272 0.3 -0.1 0.4 0.598
O -1.368 2.685 1.224 0.9 -0.5 -0.1 -0.514
H 0.318 0.882 2.345 0.2 0.3 0.0 0.324
H 1.753 1.758 1.762 0.6 1.3 0.2 0.283
H 1.624 0.044 1.476 -0.4 0.8 0.0 0.345
H 0.166 -0.434 -3.636 -0.9 -0.7 1.1 0.411
H -0.179 -1.828 -0.913 -0.6 -0.1 -0.8 0.330
H -1.950 -0.379 0.192 -0.3 -0.8 1.3 0.486
```
Forces are in eV/Å.

Properties
Lowest unoccupied orbital energy, eV: -0.62
Total charge: 0
HOMO level, eV: -9.554
Structure (SMILES): C/C1=N/N=C\C=C/C(=O)OC1=O
Molar mass, g mol⁻¹: 166.14
ΔE to the lowest compared entry with this formula, charge and spin, eV: 3.9760
Electronic energy, eV: -16475.0882



Entry 7:
C7H6N3O4 | ωB97M-V/def2-TZVPD

Geometry as XYZ:
```
20
Properties=species:S:1:pos:R:3:forces:R:3:mulliken_charge:R:1
C -0.586 2.926 -0.398 3.5 -2.3 2.5 -0.545
C 0.660 2.313 0.164 -1.1 -0.9 -0.9 -0.442
C -1.688 2.088 -0.499 -1.7 0.1 -1.0 -0.536
C 0.701 0.932 0.569 0.0 1.7 -0.3 -0.496
C -1.640 0.709 -0.124 0.9 -0.8 1.2 0.474
C -0.470 0.219 0.487 -1.4 -2.2 -1.3 0.605
C 1.657 -1.849 -1.093 1.3 -0.2 -5.0 0.421
N -0.581 -1.272 0.642 -4.4 2.2 -1.1 -0.058
N 1.751 -2.032 0.029 1.6 -2.2 9.9 -0.215
N -1.859 -1.626 0.141 1.5 1.9 0.1 0.766
O 2.781 -2.781 0.753 1.2 0.7 -6.9 -0.252
O -2.594 -0.429 -0.186 2.2 0.5 0.0 -0.264
O 1.585 -1.685 -2.200 -0.9 1.1 -4.3 -0.266
O -2.377 -2.662 -0.098 1.2 1.2 0.9 -0.454
H -0.528 4.016 -0.565 -0.6 -1.0 -0.4 0.410
H 1.622 2.852 0.099 -0.8 -0.1 0.4 0.361
H -2.542 2.606 -0.982 0.1 -1.1 0.5 0.349
H 1.547 0.319 0.890 0.2 1.0 -0.1 0.455
H 2.367 -2.695 1.517 -2.2 0.1 6.3 0.292
H 0.194 -1.948 0.854 -0.8 0.3 -0.7 0.394
```
Forces are in eV/Å.

Properties
Lowest unoccupied orbital energy, eV: -5.67
Total charge: +1
HOMO level, eV: -13.695
Molar mass, g mol⁻¹: 196.14
Electronic energy, eV: -20000.3886